# 1
# C6H12O

A cluster of 2 separate species, C6H12O in total at a distorted geometry (wB97M-V/def2-TZVPD, OMol25).

Each line ends with the natural charge from an NBO analysis.
Atoms and positions in Å:
C: 0.479 2.192 -0.034  -0.645
C: 0.313 0.928 -0.912  -0.054
C: -0.682 0.063 -0.660  -0.148
C: -1.661 0.191 0.494  -0.668
C: 1.045 -0.138 -3.084  -0.386
C: 1.092 0.811 -2.149  -0.201
H: 1.526 2.429 -0.014  0.219
H: -0.282 2.929 -0.286  0.225
H: 0.157 1.787 0.920  0.216
H: -1.050 -0.727 -1.310  0.200
H: -2.168 1.176 0.516  0.209
H: -2.489 -0.467 0.740  0.230
H: -0.964 0.307 1.345  0.216
H: 0.473 -1.043 -3.229  0.200
H: 1.691 0.073 -3.928  0.190
H: 1.791 1.630 -2.302  0.196
H: -0.930 -2.932 5.102  0.473
H: 0.423 -3.692 4.887  0.472
O: -0.271 -3.205 4.469  -0.945

Computed properties:
Strongest force on any atom, eV/Å: 3.0
SMILES: C=C/C(C)=C/C.O
Net charge: 0
Molar mass, Da: 100.16

---

# 2
# C17H20ClN2O6PSnTe

A structure of composition C17H20ClN2O6PSnTe (wB97M-V/def2-TZVPD, OMol25).

Each line ends with the natural charge from an NBO analysis.
Atoms and positions in Å:
Sn: -0.038 -0.075 -0.982  1.555
Cl: 6.240 -0.912 3.629  0.084
C: 4.781 -0.696 2.748  -0.084
C: 4.844 -0.394 1.367  -0.092
C: 3.714 -0.195 0.616  -0.266
C: 2.439 -0.297 1.197  0.471
O: 1.357 -0.057 0.521  -0.880
C: 2.373 -0.635 2.593  -0.276
C: 1.171 -0.798 3.260  0.432
O: 0.040 -0.791 2.650  -0.670
C: 3.571 -0.811 3.350  -0.125
H: 5.818 -0.319 0.901  0.255
H: 3.788 0.036 -0.440  0.232
H: 1.188 -0.961 4.339  0.194
H: 3.504 -1.053 4.404  0.246
C: -1.170 4.331 3.179  -0.635
C: -2.135 3.186 3.066  -0.060
O: -1.678 2.316 1.962  -0.835
P: -2.269 0.912 1.675  2.188
O: -1.683 0.373 0.405  -1.199
Te: -1.788 -0.651 3.505  0.616
O: -3.810 1.066 1.714  -0.835
C: -4.768 0.003 1.338  -0.063
C: -5.552 -0.407 2.555  -0.635
H: -1.504 4.996 3.975  0.251
H: -1.128 4.903 2.254  0.231
H: -0.167 3.981 3.425  0.221
H: -3.143 3.512 2.819  0.210
H: -2.160 2.582 3.975  0.190
H: -4.214 -0.826 0.899  0.197
H: -5.397 0.455 0.577  0.224
H: -4.913 -0.874 3.310  0.196
H: -6.301 -1.143 2.264  0.257
H: -6.062 0.446 2.998  0.240
N: 3.269 4.653 0.531  -0.815
C: 1.964 5.050 0.587  0.649
O: 1.549 5.963 1.260  -0.555
C: 0.998 4.269 -0.266  -0.157
C: -0.059 4.938 -0.874  -0.066
C: -1.003 4.212 -1.584  -0.230
C: -0.886 2.838 -1.619  0.062
N: 0.114 2.192 -1.005  -0.592
C: 1.053 2.893 -0.356  0.072
H: 3.927 5.252 1.011  0.424
H: 3.611 4.203 -0.305  0.399
H: -0.128 6.014 -0.779  0.265
H: -1.823 4.698 -2.093  0.259
H: -1.617 2.230 -2.142  0.219
H: 1.836 2.328 0.132  0.228

Computed properties:
Strongest force on any atom, eV/Å: 0.5
Net charge: +2
Molar mass, Da: 661.09

---

# 3
# C4H7O5P

An isolated molecule of C4H7O5P (wB97M-V/def2-TZVPD, OMol25).

Each line ends with the natural charge from an NBO analysis.
Atoms and positions in Å:
O: -1.824 -2.351 0.158  -0.513
C: -0.764 -1.875 -0.076  0.794
C: -0.047 -1.648 -1.382  -0.519
C: 0.194 -0.145 -1.223  -0.411
C: 0.590 -0.083 0.276  -0.285
P: -0.093 1.394 1.163  2.308
O: -1.287 1.084 1.959  -1.063
O: -0.273 2.525 0.063  -0.983
O: 1.155 1.990 1.957  -0.973
O: 0.027 -1.266 0.880  -0.512
H: 0.917 -2.154 -1.286  0.228
H: -0.617 -1.970 -2.247  0.242
H: -0.769 0.364 -1.312  0.209
H: 0.944 0.274 -1.888  0.237
H: 1.671 -0.120 0.439  0.213
H: -1.216 2.621 -0.141  0.520
H: 1.392 1.362 2.659  0.509

Computed properties:
Strongest force on any atom, eV/Å: 0.8
SMILES: O=C1CC[C@@H](P(=O)(O)O)O1
Net charge: 0
Molar mass, Da: 166.07

---

Computed E_HOMO, in the same sequence as the records: -8.22, -14.22, -10.61 eV.